C31H57N2O9 | ωB97M-V/def2-TZVPD

Output
Gap between HOMO and LUMO   6.370 eV
2S+1   1
Net charge   +1

Each line ends with the Mulliken charge.
Cartesian coordinates (Å):
H -6.652 0.161 4.133  0.2830
H -5.767 2.601 4.732  0.1866
O -8.646 2.458 3.634  -0.5483
O -3.702 3.780 0.301  -0.5125
C -1.063 -1.159 -10.902  0.8721
H 0.917 4.574 -0.017  0.4832
H 8.440 -5.983 7.261  0.3098
C 4.169 1.580 4.944  -1.2001
C 1.912 0.077 -3.006  -0.4654
H 5.409 -3.661 7.218  0.2683
H -2.577 -1.759 -12.295  0.3230
C 7.763 -5.209 7.612  -1.1442
H -1.951 3.440 2.961  0.4055
H -0.586 -0.049 -12.671  0.3215
O 4.837 -3.175 2.740  -0.5180
H -5.468 2.430 0.258  0.0182
H 2.769 -0.116 -3.637  0.4735
C 5.056 -4.366 2.806  0.7673
C 6.342 -5.593 7.280  0.8787
H 8.018 -4.261 7.136  0.3113
H -6.761 2.397 -0.962  0.3866
H -6.988 3.889 4.859  0.3057
C 6.082 -5.032 1.926  -1.1151
C -0.262 0.531 -1.543  -0.6628
C -7.777 1.977 4.323  0.8813
O -1.540 4.346 0.585  -0.3649
H 5.029 -5.731 4.455  0.1589
H 1.165 1.955 -9.571  0.2944
C 3.298 0.744 4.042  0.7848
H -6.845 2.657 6.131  0.3571
C -0.065 -0.542 -11.849  -0.8816
H 0.151 0.787 -8.695  0.2144
C 0.934 2.634 0.843  -0.2058
H 1.077 3.350 -1.241  0.4323
H -8.712 0.608 -0.574  0.4108
H 0.549 0.186 -11.325  0.1141
H 1.286 2.135 -5.323  0.1941
C -8.402 0.576 0.472  -1.1843
H -2.106 1.975 2.003  0.1615
H -7.728 0.212 5.540  0.4221
H 4.086 1.227 5.973  0.3517
H -1.211 0.657 -1.039  0.7393
H 0.301 0.555 1.135  0.4868
H -8.571 -0.423 0.867  0.2852
O -6.135 0.175 1.081  -0.6002
H -1.413 -3.026 -11.893  0.3223
H -1.420 2.778 -0.744  0.0426
C -0.922 3.735 -0.556  -0.1909
H 5.272 -4.488 8.780  0.4024
N -0.295 0.188 -2.818  0.3192
C -2.586 2.928 2.241  -0.7987
O 6.080 -6.623 6.704  -0.5559
C -1.990 -2.195 -11.485  -1.1912
C 3.590 -0.731 3.987  -1.0498
C 5.256 -4.629 7.698  -1.0675
H -8.999 1.294 1.037  0.2673
H 6.546 -4.294 1.276  0.3052
H 1.879 2.958 1.273  0.3839
H 0.577 -1.317 -12.271  0.3320
C 0.532 1.809 -8.698  -0.8725
H -0.248 2.605 -6.092  0.3907
H 4.289 -5.030 7.403  0.2662
O 2.498 2.390 -7.473  -0.5652
H 3.063 0.506 -1.237  0.5170
H -1.190 0.087 -3.286  0.2989
H 6.849 -5.507 2.540  0.3222
H 4.608 -0.903 3.642  0.3600
C -6.533 2.300 0.102  -0.7673
H 3.613 -4.661 4.350  0.2116
H -8.404 -0.024 3.913  0.2524
H 7.878 -5.093 8.691  0.3418
O -1.122 -0.843 -9.735  -0.5467
H 3.777 -6.030 3.232  0.3695
H 5.213 1.495 4.639  0.3441
H 3.861 2.622 4.895  0.3015
C 1.038 1.105 0.548  -0.5785
C 2.070 0.436 -1.663  -0.0831
C 0.566 3.579 -0.302  -1.1494
N 0.746 -0.035 -3.594  -0.6871
O 2.406 1.245 3.387  -0.5102
C 0.598 1.916 -6.137  -0.9283
H 2.004 0.776 0.930  0.1288
C -7.633 0.484 4.487  -1.1086
C 0.960 0.697 -0.887  0.3819
H -7.074 3.077 0.644  0.3040
C 1.332 2.076 -7.454  0.6407
H 2.901 -1.224 3.307  0.2435
H 3.487 -1.168 4.982  0.3889
H -3.575 2.728 2.641  0.1944
C -6.781 2.841 5.058  -1.0302
H -0.318 2.491 -8.751  0.3444
H -2.660 -2.565 -10.713  0.3184
C -2.707 3.718 0.968  0.7343
C 4.321 -5.255 3.774  -0.8480
H 0.190 2.774 1.626  0.0808
H 5.609 -5.805 1.319  0.3257
H -1.101 4.362 -1.431  0.3866
H 0.230 0.894 -6.047  0.3094
C -6.946 0.938 0.597  0.9163


C31H58B3N7O4 | ωB97M-V/def2-TZVPD

Output
Gap between HOMO and LUMO   9.598 eV
2S+1   1
Net charge   0
SMILES string   CCOCB1OBOBO1.CCCC#N.CCCC#N.CCCC#N.CCCC#N.CCCC#N.CCCC#N.CCCC#N

Each line ends with the Mulliken charge.
Cartesian coordinates (Å):
H 4.014 3.591 -1.632  0.3178
H 2.121 4.892 -0.377  0.4358
N 1.072 2.249 0.973  -0.3465
C -2.185 6.371 -3.763  0.0015
H -1.010 4.995 -4.946  0.3854
C 1.410 4.162 -0.767  0.7286
H -5.332 6.155 -5.155  0.3164
C 4.888 -2.362 0.801  0.2572
H 4.062 -4.144 1.473  -0.4588
H 6.195 -5.329 1.810  0.3700
O -2.847 -3.960 2.159  -0.5172
H -3.060 2.874 2.871  0.4350
C 6.213 -4.244 1.698  -0.4814
H -1.950 -5.639 2.852  0.2818
C -4.208 4.814 -7.188  0.2481
C 1.689 2.390 4.532  0.2060
H 2.432 0.777 3.449  0.0695
C -1.529 6.815 -1.420  0.2935
H -0.445 5.161 -3.288  0.0193
H 4.938 -4.259 -0.059  0.3525
H -5.280 3.035 -7.340  0.2994
H -5.179 4.813 -4.012  0.2047
H -0.640 -8.504 0.693  0.2441
H 0.447 4.662 -0.877  -0.7130
C 1.897 3.603 -2.111  -0.3617
H 1.424 -1.490 3.949  -0.2355
C -2.295 0.922 2.347  -0.1956
H -2.104 -2.039 1.772  -0.2831
H 6.189 -3.817 2.702  0.2933
H 2.963 2.316 6.916  0.3568
C 2.780 1.467 4.218  -0.0671
H 4.584 2.231 6.219  0.3157
H 1.093 -7.673 -0.911  0.3275
N -4.501 0.055 1.246  -0.6113
C -5.842 5.284 -4.741  -1.0104
H -2.598 -8.677 -0.833  0.2729
O 2.223 -3.341 3.019  -0.5943
O 0.556 -4.992 3.448  -0.4361
H -2.898 5.608 -3.448  0.0576
C -1.685 -4.765 2.249  -0.4206
H -1.353 8.209 -2.956  0.3225
H -1.310 2.753 2.844  0.1351
H -0.675 -10.053 -0.129  0.3130
C -2.182 2.993 0.901  -1.0837
C -1.493 -7.026 -1.441  0.2478
H -1.528 -8.961 -2.205  0.3240
H 3.206 2.045 -1.349  0.3494
C -0.520 -8.984 -0.280  -0.3567
H 1.041 -9.215 -1.772  0.3291
H 8.371 -4.174 1.550  0.3602
H 7.572 -2.740 0.916  0.3338
C 0.891 -8.739 -0.801  -1.1451
H -1.435 0.501 1.821  0.1685
C 3.226 0.710 5.475  -0.3681
H 2.389 0.122 5.856  0.2661
N 0.835 3.102 4.825  -0.5130
C -2.038 7.416 -2.652  -0.6373
C -4.987 3.744 -6.565  -0.3574
H -6.880 4.785 -6.557  0.3081
C -2.702 -2.829 1.308  0.3909
H -2.068 4.077 0.905  0.3291
B 1.844 -4.673 3.094  0.8072
H 3.609 2.038 3.798  0.3134
H -2.605 6.856 -4.645  0.2960
H -2.601 -4.076 -0.454  0.2926
C -1.605 -8.470 -1.233  -0.4527
H -0.131 6.445 -4.463  0.3553
C -3.518 0.421 1.718  0.3403
C -0.865 5.707 -4.134  -1.0326
C 4.951 -3.816 0.938  0.4128
N -3.609 5.677 -7.656  -0.4666
N -1.416 -5.889 -1.591  -0.4379
B -0.403 -4.133 2.896  0.5174
B 1.180 -2.475 3.332  0.5997
C 3.251 2.909 -2.013  -1.3316
H -2.275 0.547 3.371  0.4587
C -2.156 -3.160 -0.074  -1.1731
H 4.078 1.056 7.434  0.3703
H 2.634 -5.530 2.858  -0.2315
H -4.337 3.220 -5.862  0.2666
H 4.008 0.008 5.189  0.3535
H 1.962 4.429 -2.823  0.3044
H -6.773 3.460 -5.413  0.3153
H -3.699 -2.404 1.190  0.3714
H 1.155 2.903 -2.500  0.3460
C -2.218 2.450 2.320  -0.5012
H -1.339 2.561 0.368  0.0997
H 7.553 -4.243 -0.011  0.3093
C 7.500 -3.825 0.996  -1.2309
H -2.421 -2.362 -0.771  0.5131
C 3.741 1.634 6.573  -1.3239
N -1.158 6.335 -0.443  -0.5006
H -3.002 7.875 -2.428  0.3430
H 3.575 2.556 -2.992  0.3700
O -0.100 -2.786 2.950  -0.3214
H -1.390 -5.173 1.269  0.1724
N 4.842 -1.219 0.688  -0.4846
H -1.067 -3.244 -0.086  0.1803
H -3.091 2.766 0.338  0.4490
H -6.726 5.638 -4.212  0.3781
H 1.630 -9.146 -0.110  0.3225
C -6.219 4.298 -5.838  -0.4757
C 1.249 3.093 0.213  0.0319


C31H58Br2Cl24N2PS | ωB97M-V/def2-TZVPD

Output
Gap between HOMO and LUMO   6.604 eV
2S+1   1
Net charge   +1

Each line ends with the Mulliken charge.
Cartesian coordinates (Å):
C -0.623 2.497 -3.913  -0.4318
Cl -4.822 -1.740 -1.498  0.0690
C 1.355 -3.250 -0.781  0.5669
C -4.395 -0.147 2.644  0.0265
H -0.660 -4.981 0.040  0.6493
Cl -3.693 0.845 -3.320  -0.1351
H -1.941 8.216 -3.666  0.2981
H -6.074 -6.771 -1.427  0.3394
Cl -7.841 -3.531 -1.611  -0.1667
S 4.513 -1.252 -3.910  -0.3000
H 3.296 6.537 -2.046  -0.1492
H 3.100 -1.400 3.615  0.0660
C 2.511 -3.371 -2.749  0.3530
H -1.100 -1.657 -1.468  0.0374
H -6.184 0.004 -2.351  0.3423
Cl 1.615 7.325 -5.227  -0.1760
H -5.372 -0.024 -4.736  0.3969
Cl 2.529 7.782 1.238  -0.1793
C -1.322 -2.914 0.302  0.7251
Br -2.988 -3.437 1.184  0.0061
H 7.604 4.656 1.182  0.3067
Cl 5.125 8.540 -0.780  -0.1693
H 5.089 -0.320 6.783  0.2915
C -5.706 -6.785 2.912  -0.5110
C 4.391 1.677 6.362  -0.5717
Cl -5.296 -5.311 -3.091  -0.2062
H 4.319 6.705 2.306  0.3148
H -1.054 5.913 -4.148  -0.0573
Cl -3.373 0.986 3.568  -0.1892
H 8.136 3.361 0.106  0.3669
C 5.216 8.092 0.941  -0.4445
N 0.315 -4.144 -2.672  -1.0698
H -1.379 2.720 -4.665  0.2796
H 7.059 2.343 2.017  0.3020
H -6.121 -7.783 2.804  0.3254
Cl 0.505 0.559 1.887  -0.2006
C -6.149 -5.695 -1.567  0.0132
C -2.110 6.161 -4.190  0.0400
C 1.203 -0.628 3.021  -0.2026
Cl 1.106 -4.633 2.631  -0.0731
H 0.331 2.888 -4.257  0.4379
C -4.226 -6.760 2.635  -0.1519
Cl 6.380 4.601 -0.832  -0.1543
Cl -6.154 -0.649 4.670  -0.1984
C -0.883 -4.120 -0.562  -0.5845
H 1.269 -3.017 0.254  -0.1056
Cl 0.791 0.580 -2.608  -0.1470
Cl 5.104 3.624 2.189  -0.2107
H 3.715 -5.696 5.033  0.3421
Cl -6.599 -5.698 1.816  -0.1398
C -5.848 -0.048 3.020  -0.4022
H 4.989 -3.826 -2.999  0.1133
H -8.095 -5.672 -0.704  0.3267
H 1.441 -4.187 -4.374  0.3479
H -0.905 -0.850 0.073  -0.1627
Cl 3.101 -1.554 1.279  -0.2042
H 6.002 2.114 0.620  0.3215
Cl 2.991 -3.470 5.214  -0.0686
H -0.636 -2.831 1.127  -0.6074
H 1.964 -5.593 5.232  0.3316
Cl 0.979 6.194 -2.083  -0.1749
H -0.415 0.490 -4.616  0.4076
C 4.182 0.273 6.859  -0.4964
H 0.693 -1.578 2.873  0.0530
H 3.468 -4.772 2.691  0.2730
Br -2.326 -4.638 -1.751  0.0772
C 2.818 -5.171 4.709  -0.5538
H 6.210 7.681 1.108  0.2445
C 1.399 -3.920 -3.338  -0.5551
H 3.195 0.191 2.878  0.3334
C -5.705 -0.867 -2.790  -0.6055
H -2.559 5.920 -3.229  0.2951
H -3.365 7.857 -4.648  0.3836
H -4.270 0.103 1.591  0.1446
H -3.702 -7.331 3.399  0.3650
H 5.112 8.993 1.539  0.3830
H 3.868 0.290 7.901  0.3601
H -4.011 -1.149 2.806  -0.0023
H 0.985 -0.275 4.024  0.4012
H -3.840 -5.744 2.637  -0.0712
C -1.461 -1.606 -0.455  0.1018
C 2.577 6.403 -2.852  0.0257
C 4.164 7.068 1.292  -0.2305
C -2.315 7.619 -4.497  -0.5393
C -0.568 1.015 -3.674  0.0813
Cl -3.818 -7.493 1.060  -0.1641
C -4.796 -0.443 -3.914  -0.5964
H 2.819 5.485 -3.382  0.3158
H -2.483 -1.290 -0.428  -0.0500
Cl 2.900 -0.572 5.942  -0.1239
H -1.494 0.664 -3.211  -0.4505
C 2.671 -5.295 3.214  -0.6458
H -6.441 -0.660 2.343  0.2719
C 2.500 -3.012 -1.471  -0.6451
H 3.458 2.233 6.332  0.2854
Cl -2.877 5.089 -5.400  -0.2168
C 7.264 3.856 0.531  -0.5706
H -6.477 -1.551 -3.141  0.2958
C 2.614 7.592 -3.772  -0.5031
Cl 5.101 1.704 4.726  -0.1185
H -5.611 -5.207 -0.761  -0.1024
H 4.196 6.217 0.616  0.0947
H -6.205 0.976 2.963  0.3604
H 3.634 7.762 -4.112  0.3415
H 3.848 -3.825 -4.915  0.1106
Cl -1.421 8.129 -5.949  -0.1853
C -7.602 -5.297 -1.597  -0.5811
H -8.107 -5.706 -2.468  0.3947
H 2.262 8.491 -3.275  0.3013
N 0.346 -3.810 -1.400  1.2375
P 4.030 -3.106 -3.726  0.1822
H 5.084 2.198 7.021  0.3749
C 2.689 -0.769 2.844  -0.3244
H 2.695 -6.344 2.925  0.4345
H -4.207 -1.273 -4.296  0.3069
H -5.893 -6.441 3.928  0.3301
Cl -1.094 3.380 -2.437  -0.1776
C 6.435 2.854 1.286  -0.3508
H 3.350 -2.564 -1.003  0.5005


C31H58BrCl3GeMoN3O6S2Se2Si | ωB97M-V/def2-TZVPD

Output
Gap between HOMO and LUMO (spin up / spin down)   6.559 / 5.585 eV
2S+1   4
ΔE to the lowest compared entry with this formula, charge and spin   2.6449 eV
Net charge   0

Each line ends with the Löwdin spin population.
Cartesian coordinates (Å):
H -4.341 3.696 0.011  0.0002
H -2.640 4.144 -0.175  0.0003
C 0.412 2.507 4.236  0.0085
H -4.240 -1.361 -0.867  0.0000
N -3.358 2.674 -1.530  0.0004
Cl 1.886 -2.751 3.009  -0.0151
C 3.503 5.198 0.278  0.0001
C -3.525 -2.219 2.736  0.0169
H -4.221 -2.095 1.909  0.0019
O 0.622 3.067 5.276  0.0093
C 1.698 -4.638 -2.307  0.0002
C 3.856 -0.625 -0.071  0.0004
H 1.819 -4.345 -3.352  0.0000
N -3.531 0.398 -1.801  0.0035
C 5.759 4.645 -0.711  0.0001
H -2.363 1.995 -3.257  0.0000
H -1.475 -1.182 5.841  0.0006
Se -1.744 -1.842 1.983  0.0666
H -3.804 -1.169 6.051  0.0008
N 0.183 2.286 1.825  0.0675
H 1.739 -4.291 0.440  0.0000
C -4.103 -1.486 3.952  0.0128
H -5.383 -3.165 4.400  0.0004
H 3.396 0.070 -3.538  0.0000
H 0.230 -3.402 0.587  0.0004
O -6.398 -1.976 3.137  0.0007
C 0.924 -3.591 -1.480  0.0003
H -5.912 -1.639 5.127  0.0001
H 3.459 0.282 -0.525  0.0001
C 3.767 3.118 -0.881  -0.0001
C 1.662 3.682 0.101  0.0006
O -0.493 2.394 -0.583  0.0040
H -4.627 0.147 2.626  0.0158
H 1.024 -2.653 -4.451  0.0000
S -3.187 1.214 0.709  0.0546
H -1.077 -2.713 -1.500  -0.0001
H 2.753 -2.302 -4.332  0.0000
H 3.348 -3.179 0.806  -0.0001
H 5.966 4.607 -1.782  0.0000
H -3.837 4.681 -1.377  0.0001
H -2.526 -1.004 -0.600  0.0019
H 1.141 -5.581 -2.288  0.0000
C -3.546 3.868 -0.711  0.0013
H 0.225 -5.044 -0.060  0.0000
O -0.677 4.432 0.801  0.0052
C 2.449 2.800 -0.615  0.0008
S 0.016 3.204 0.493  0.0109
H 2.351 0.932 -2.411  0.0001
C -3.300 -1.689 5.226  0.0040
H -5.002 0.440 4.342  -0.0015
C 2.364 0.316 -3.304  0.0002
C -2.693 2.925 -2.808  0.0000
H -4.811 1.495 -3.059  0.0000
Cl 0.984 -1.129 5.733  -0.0056
H -0.525 -3.255 -3.103  0.0000
C 4.315 4.321 -0.433  0.0008
C -3.330 -0.966 -1.330  0.0014
C 0.829 3.062 2.911  0.0115
H 4.625 -0.930 -2.657  0.0000
C 1.756 -1.850 -4.369  0.0004
C 2.179 4.886 0.554  0.0008
H 5.016 -2.941 0.319  0.0000
H -0.209 0.265 -2.433  0.0004
H 2.689 -4.835 -1.898  0.0000
Mo -0.685 0.436 2.294  1.7812
H 1.546 5.571 1.103  0.0000
Se -2.704 1.102 3.808  0.6697
C -4.397 0.497 -2.973  0.0009
C -4.280 -0.003 3.651  0.0586
H 3.394 -0.736 0.909  0.0001
H 6.021 5.636 -0.343  0.0000
H 4.933 -0.488 0.083  0.0000
O -0.214 1.329 4.144  0.0566
H -3.067 -1.589 -2.187  0.0000
C 4.642 -1.862 -2.103  0.0004
C 0.023 -0.431 -3.240  0.0006
H -1.008 -4.436 -1.887  0.0000
H 0.551 4.113 2.869  0.0010
H 3.992 -4.029 -0.615  0.0000
C 1.480 -0.931 -3.162  0.0011
H -3.356 3.448 -3.500  0.0000
H -3.260 -2.759 5.463  0.0034
Br 0.507 -0.585 -0.008  0.0278
Cl 3.015 0.392 3.498  -0.0113
H 5.647 -1.965 -1.681  0.0001
H 4.389 2.425 -1.440  0.0000
H -1.813 3.544 -2.621  0.0000
H 1.917 2.984 2.856  0.0018
H -0.708 -1.235 -3.207  0.0000
C 0.784 -4.101 -0.039  0.0006
H 1.999 1.879 -0.951  0.0001
C 3.638 -1.881 -0.933  0.0013
H 1.700 -1.254 -5.287  0.0001
H -3.859 0.249 -3.891  0.0002
C -5.489 -2.094 4.223  0.0013
H -0.102 0.099 -4.192  0.0000
Si 1.850 -1.940 -1.579  0.0060
H 4.495 -2.690 -2.803  0.0000
Ge 1.160 -0.767 3.586  -0.0064
H 6.415 3.920 -0.225  0.0000
H 1.980 0.925 -4.129  0.0000
H 3.912 6.140 0.626  0.0000
O -2.006 -1.162 5.036  0.1093
C -0.504 -3.475 -2.036  -0.0001
C -3.350 1.450 -0.969  0.0107
H -6.583 -1.044 2.984  0.0000
H -5.220 -0.212 -2.860  0.0000
H -3.456 -3.283 2.967  0.0006
C 3.999 -3.092 -0.058  0.0000